Entry 1:
The following is a DFT calculation (ωB97M-V/def2-TZVPD) of one molecule with the formula C5H6O2.

Values from the calculation:
LUMO = 0.58 eV
Kohn-Sham gap = 9.76 eV
HOMO level = -9.17 eV
energy above the lowest of the compared OMol25 structures with the same formula, charge and spin = 123.3 kcal per mole

XYZ file:
```
13
Properties=species:S:1:pos:R:3:forces:R:3:lowdin_charge:R:1
O 1.2331 2.0107 -0.8939 0.129 -0.452 0.314 0.077
C 1.5064 1.0203 -0.2616 -0.107 0.316 -0.273 -0.188
C 0.7552 -0.2881 -0.4172 0.042 0.155 -0.175 -0.267
O 0.6545 -1.0115 0.8087 0.058 -0.020 0.081 -0.057
C -0.7974 -0.9974 0.7254 -0.368 -0.096 0.245 -0.337
C -1.5420 0.1800 1.0592 0.136 -0.241 0.407 0.106
C -0.7653 -0.1880 -0.6024 -0.129 0.068 -0.326 -0.100
H 2.3326 0.9984 0.4785 -0.087 0.014 -0.081 0.138
H 1.2480 -0.8973 -1.1888 -0.086 0.121 0.049 0.164
H -1.2380 -1.9912 0.7770 0.101 0.167 -0.082 0.145
H -1.2840 0.8014 -0.4175 0.413 0.164 -0.346 0.114
H -0.8254 0.9467 1.4072 -0.180 -0.082 -0.006 0.064
H -1.2777 -0.5840 -1.4745 0.077 -0.115 0.194 0.141
```
Positions in Å, forces in eV/Å.

***

Entry 2:
The following is a DFT calculation (ωB97M-V/def2-TZVPD) of a 8-piece molecular cluster, C56H51F8NO3 overall in a non-equilibrium geometry.

Values from the calculation:
LUMO = -0.60 eV
Kohn-Sham gap = 8.46 eV
SMILES string = CCCOCc1cc2c(cc1[C@H](C)F)C(=O)NC2=O.Fc1ccccc1.Fc1ccccc1.Fc1ccccc1.Fc1ccccc1.Fc1ccccc1.Fc1ccccc1.Fc1ccccc1
HOMO level = -9.06 eV

XYZ file:
```
119
Properties=species:S:1:pos:R:3:forces:R:3:lowdin_charge:R:1
C -5.2520 1.0853 4.1022 0.546 -0.628 -0.084 -0.096
C -4.3104 0.2230 3.2339 0.707 1.141 0.531 -0.231
C -3.8408 1.0634 2.0404 -1.222 -0.153 0.040 -0.236
O -3.3809 0.3355 0.9183 0.531 0.125 0.162 -0.116
C -2.3500 -0.6137 1.1644 0.179 0.312 -0.436 -0.138
C -1.2286 -0.1512 2.0854 -1.268 -0.979 -0.271 -0.120
C -0.6370 1.0726 1.8705 -0.145 0.913 -0.983 0.060
C 0.3419 1.5096 2.7231 -0.531 -0.132 -0.829 -0.069
C 0.6809 0.6748 3.7655 2.174 2.546 0.460 -0.081
C 0.1601 -0.5441 3.9876 -0.082 -0.824 0.620 0.060
C -0.8268 -0.9780 3.1242 -0.149 -0.516 0.194 -0.096
C -1.3823 -2.3610 3.3979 0.015 -0.226 0.390 -0.297
C -2.4210 -2.4404 4.5075 -0.120 -0.311 -0.143 -0.013
F -0.2865 -3.1307 3.8368 0.047 -0.077 -0.133 -0.044
C 1.7312 1.4378 4.5455 -0.052 -0.889 1.071 -0.364
O 2.3025 1.0809 5.5470 -0.405 0.321 -0.555 0.127
N 1.9455 2.6883 3.9135 -1.079 0.942 -0.757 0.166
C 1.1362 2.7854 2.7282 0.219 -1.006 -0.052 -0.338
O 1.1684 3.6928 1.9320 -0.356 -0.529 0.823 0.104
H -6.2375 1.1428 3.6416 -0.057 0.179 0.240 0.075
H -4.8179 2.0790 4.2399 -0.176 0.055 -0.217 0.077
H -5.2866 0.6511 5.1038 -0.446 -0.003 -0.083 0.070
H -4.7521 -0.7319 2.9489 -0.035 0.086 -0.093 0.114
H -3.4274 0.0660 3.8601 -0.045 -0.544 -0.083 0.088
H -4.7235 1.6107 1.6916 0.196 -0.007 -0.290 0.126
H -3.1390 1.8318 2.3848 0.192 -0.181 -0.079 0.115
H -2.7863 -1.5691 1.4675 -0.007 0.187 0.253 0.115
H -1.8930 -0.8050 0.1949 -0.161 0.082 -0.059 0.113
H -0.9657 1.6784 1.0298 0.003 -0.010 0.048 0.145
H 0.4986 -1.1339 4.8284 0.003 -0.080 -0.054 0.144
H -1.7558 -2.8706 2.5112 0.133 0.123 -0.071 0.138
H -2.4239 -3.4637 4.8915 0.113 0.074 -0.001 0.089
H -2.2061 -1.7572 5.3296 -0.030 0.025 -0.079 0.092
H -3.4229 -2.2726 4.1154 0.048 0.275 0.051 0.068
H 1.6523 3.5013 4.4519 1.108 -0.020 0.548 0.161
F 3.6965 6.9093 -3.1300 -0.011 0.020 -0.033 0.055
C 3.9638 5.9030 -2.2735 0.073 -0.256 0.207 -0.284
C 3.1112 5.6781 -1.2116 -0.204 0.140 -0.030 -0.015
C 3.3828 4.6407 -0.3331 0.150 -0.071 -0.023 -0.066
C 4.5085 3.8491 -0.5216 0.021 -0.049 0.017 -0.092
C 5.3584 4.0916 -1.5928 -0.140 0.024 0.081 -0.087
C 5.0838 5.1226 -2.4805 0.163 0.043 -0.188 -0.023
H 2.2451 6.3085 -1.0738 -0.007 0.063 -0.011 0.090
H 2.7174 4.4508 0.4987 0.024 0.049 -0.060 0.075
H 4.7225 3.0422 0.1676 0.006 0.011 -0.003 0.100
H 6.2374 3.4775 -1.7380 -0.002 0.009 -0.029 0.103
H 5.7293 5.3225 -3.3257 -0.015 0.033 0.007 0.115
F -2.9134 3.9537 0.5171 0.039 -0.003 0.089 0.050
C -2.4346 4.1825 -0.7245 0.062 0.014 -0.337 -0.283
C -3.1552 3.7218 -1.8083 -0.245 -0.136 0.033 -0.018
C -2.6723 3.9566 -3.0870 0.108 0.051 0.066 -0.085
C -1.4760 4.6372 -3.2639 0.049 0.019 -0.086 -0.093
C -0.7632 5.0884 -2.1615 -0.178 -0.096 -0.042 -0.070
C -1.2456 4.8653 -0.8795 0.127 0.078 0.226 -0.007
H -4.0819 3.1861 -1.6480 0.017 0.005 0.038 0.117
H -3.2302 3.6074 -3.9458 -0.013 -0.021 0.021 0.103
H -1.0988 4.8161 -4.2624 0.006 0.003 0.015 0.101
H 0.1691 5.6143 -2.2995 0.076 0.052 0.022 0.094
H -0.7082 5.2154 -0.0083 0.020 -0.024 0.039 0.103
F -1.6699 -2.5985 -1.0231 0.003 -0.149 -0.054 0.033
C -1.2310 -2.2382 -2.2516 0.095 0.307 -0.471 -0.315
C -1.9699 -2.5927 -3.3619 -0.290 -0.144 0.084 -0.022
C -1.5185 -2.2179 -4.6189 0.130 0.084 0.095 -0.075
C -0.3341 -1.5053 -4.7488 -0.072 0.020 -0.115 -0.097
C 0.3977 -1.1605 -3.6220 -0.091 -0.049 -0.045 -0.069
C -0.0546 -1.5243 -2.3620 0.112 0.036 0.297 -0.013
H -2.8854 -3.1569 -3.2398 0.012 0.005 0.029 0.124
H -2.0904 -2.4849 -5.4977 -0.012 -0.025 0.020 0.109
H 0.0178 -1.2202 -5.7294 0.015 0.011 0.020 0.087
H 1.3230 -0.6094 -3.7235 -0.007 0.004 0.020 0.111
H 0.4989 -1.2589 -1.4698 -0.005 -0.035 0.002 0.121
F 3.5228 -7.3697 8.4143 0.018 -0.018 0.024 0.056
C 2.7871 -6.7514 7.4701 -0.158 0.141 -0.212 -0.291
C 3.1242 -5.4682 7.0877 0.190 0.124 0.092 -0.018
C 2.3677 -4.8356 6.1117 -0.091 -0.142 0.015 -0.078
C 1.2827 -5.4866 5.5400 -0.064 0.017 -0.082 -0.093
C 0.9566 -6.7753 5.9410 0.132 0.125 0.042 -0.083
C 1.7156 -7.4171 6.9094 -0.079 -0.227 0.067 -0.022
H 3.9688 -4.9749 7.5507 0.005 -0.037 0.007 0.117
H 2.6249 -3.8327 5.7970 0.011 0.002 0.022 0.105
H 0.6935 -4.9888 4.7831 0.009 -0.002 0.011 0.079
H 0.1090 -7.2825 5.4992 0.017 -0.025 0.003 0.103
H 1.4824 -8.4243 7.2293 0.024 0.015 0.031 0.116
F 0.7948 7.6990 0.1547 0.002 -0.001 -0.056 0.048
C 0.0011 8.0548 1.1850 -0.191 0.053 0.286 -0.286
C -0.0006 7.2783 2.3264 0.182 -0.254 0.028 -0.018
C -0.8146 7.6461 3.3878 -0.060 0.132 -0.119 -0.081
C -1.6187 8.7737 3.2904 -0.052 0.015 0.077 -0.097
C -1.6058 9.5387 2.1320 0.059 -0.127 0.085 -0.082
C -0.7865 9.1817 1.0709 -0.010 0.147 -0.225 -0.014
H 0.6289 6.3978 2.3780 0.005 0.015 -0.050 0.104
H -0.8219 7.0518 4.2920 0.007 -0.018 -0.015 0.103
H -2.2557 9.0558 4.1184 0.003 0.003 -0.011 0.100
H -2.2351 10.4151 2.0538 0.020 0.008 -0.018 0.105
H -0.7561 9.7689 0.1625 0.011 -0.035 -0.011 0.119
F 2.1769 -1.9394 -6.5533 0.078 0.049 0.000 0.049
C 1.9677 -2.8561 -7.5186 -0.046 -0.244 -0.213 -0.290
C 2.6778 -4.0396 -7.4850 0.156 -0.066 0.201 -0.022
C 2.4570 -4.9852 -8.4757 -0.110 0.106 -0.067 -0.081
C 1.5405 -4.7321 -9.4878 -0.009 -0.063 -0.056 -0.095
C 0.8394 -3.5344 -9.5072 0.094 -0.095 0.075 -0.082
C 1.0486 -2.5890 -8.5133 -0.131 0.211 0.012 -0.022
H 3.3932 -4.2139 -6.6916 -0.015 0.034 0.009 0.118
H 3.0010 -5.9201 -8.4582 0.019 0.015 0.017 0.106
H 1.3733 -5.4698 -10.2614 -0.001 0.010 0.006 0.102
H 0.1281 -3.3350 -10.2976 -0.011 0.016 0.020 0.105
H 0.5058 -1.6525 -8.5066 0.039 0.012 0.004 0.116
F 2.0867 -8.3853 -3.8583 0.018 -0.027 -0.016 0.055
C 1.3855 -7.3770 -3.3036 -0.164 0.231 0.130 -0.287
C 1.2916 -6.1740 -3.9751 0.110 0.024 -0.214 -0.010
C 0.5654 -5.1390 -3.4045 -0.018 -0.063 0.113 -0.061
C -0.0470 -5.3161 -2.1707 -0.023 0.003 0.043 -0.080
C 0.0621 -6.5312 -1.5080 0.056 0.067 -0.160 -0.075
C 0.7791 -7.5734 -2.0788 0.016 -0.211 0.123 -0.020
H 1.7822 -6.0534 -4.9326 -0.015 -0.032 -0.001 0.108
H 0.4769 -4.1921 -3.9227 0.020 -0.003 -0.003 0.092
H -0.6085 -4.5065 -1.7280 0.051 -0.160 0.040 0.074
H -0.4115 -6.6684 -0.5447 0.004 -0.026 -0.007 0.105
H 0.8693 -8.5308 -1.5825 0.033 0.001 -0.026 0.116
```
Positions in Å, forces in eV/Å.

***

Q: HOMO level of number 1 (C5H6O2)?
A: -9.17 eV